ORCA calculation (ωB97M-V/def2-TZVPD) on a 2-piece molecular cluster, C11H15N overall.

```
27
Properties=species:S:1:pos:R:3:forces:R:3
C -2.938 1.270 -3.097 0.0873 0.1887 0.3355
C -0.232 0.678 -0.626 -0.4654 -0.9117 -0.0039
C -1.596 0.660 -0.967 -0.2121 0.5600 -0.4583
C -1.696 1.106 -2.302 -0.3725 -0.1962 0.0960
C -0.364 1.331 -2.737 -0.0196 0.3664 -0.6863
C -0.798 -0.306 1.452 -0.3532 0.0956 0.0703
C 0.181 0.139 0.554 0.6574 0.4835 0.7371
C -2.166 -0.217 1.173 0.3918 0.2935 0.3380
C -2.585 0.278 -0.043 0.0652 -0.1091 0.0319
N 0.494 1.115 -1.755 0.2246 -0.8470 0.7869
H -0.481 -0.676 2.421 -0.0031 0.0025 -0.1231
H 1.201 0.179 0.916 0.1371 -0.2143 -0.3198
H -2.850 -0.432 1.979 -0.2427 -0.2604 -0.1757
H -3.633 0.376 -0.287 -0.0428 -0.0445 -0.0032
H 1.445 0.778 -1.857 0.1017 0.6846 -0.2971
H -0.041 1.650 -3.719 0.0278 -0.1395 0.0236
H -3.666 0.505 -2.835 0.0558 -0.1262 -0.0619
H -2.756 1.249 -4.170 -0.0546 0.1488 0.0671
H -3.397 2.219 -2.791 0.0246 0.0112 -0.3363
C 3.738 -1.272 1.798 -0.2572 -0.1710 0.1516
C 2.732 -1.700 2.868 0.1587 -0.0275 -0.0181
H 3.212 -0.915 0.913 0.0971 0.1906 -0.1193
H 4.393 -0.495 2.185 0.0202 0.1046 -0.1742
H 4.355 -2.107 1.464 0.0252 0.0039 0.1375
H 2.025 -0.900 3.110 -0.0154 -0.0372 -0.1232
H 3.243 -1.923 3.802 -0.0020 -0.1707 0.0136
H 2.180 -2.590 2.553 -0.0337 0.1216 0.1114
```
Forces are in eV/Å.

Calculated total energy   -482.632445 a.u.
Multiplicity   2
ΔE to the lowest compared entry with this formula, charge and spin   10.5 kJ/mol
HOMO (alpha / beta)   -13.0 / -13.6 eV
Net charge   +1
Orbital gap (alpha / beta)   9.34 / 6.68 eV
LUMO (alpha / beta)   -3.7 / -7.0 eV
<S²>   0.774

ORCA calculation (ωB97M-V/def2-TZVPD) on a 2-piece molecular cluster, C11H15N overall.

```
27
Properties=species:S:1:pos:R:3:forces:R:3
C -2.897 -1.147 1.525 0.5245 0.2225 1.0654
C -0.584 -1.473 0.406 0.8705 -1.4016 0.1998
C -1.658 -0.757 0.833 0.5044 1.7376 -0.9504
C -0.141 0.547 -0.427 -1.3014 0.9525 -0.4328
C -1.381 0.575 0.281 0.5680 0.6811 -1.3483
C 0.269 1.609 -1.293 1.8265 -1.5830 0.1132
C -2.160 1.675 0.005 -0.6155 -1.2721 1.1905
C -0.440 2.768 -1.431 -3.4939 0.3154 1.5573
C -1.716 2.746 -0.793 1.0880 0.4514 0.2463
N 0.298 -0.724 -0.345 -0.0642 -0.2440 0.6580
H -0.349 -2.503 0.635 0.0368 0.0342 -0.1521
H 1.191 -1.069 -0.679 -0.1001 -0.0710 -0.0575
H -3.590 -1.570 0.807 -0.2667 -0.3058 0.1883
H -3.334 -0.292 2.037 -0.2385 0.2651 -0.4040
H 1.196 1.435 -1.830 0.0369 0.2392 -0.0290
H -3.142 1.647 0.472 -0.0637 0.5718 -0.3118
H -0.247 3.703 -1.927 0.8503 -0.3403 -0.4676
H -2.373 3.598 -0.733 0.1132 0.3402 -0.6099
H -2.655 -1.786 2.378 -0.2201 -0.6115 -0.4398
C 4.600 -1.544 0.036 0.9227 -0.4635 0.6201
C 3.803 -2.685 0.716 -0.0464 1.1945 -0.4917
H 5.145 -1.005 0.815 -0.5302 0.6751 -0.1727
H 5.456 -1.919 -0.533 -0.4086 -0.2855 -0.3210
H 4.016 -0.927 -0.641 0.0314 0.3422 0.2461
H 3.675 -2.490 1.779 0.4474 -0.2806 0.1233
H 2.766 -2.660 0.362 0.1696 -0.6824 -0.3540
H 4.353 -3.592 0.498 -0.6408 -0.4814 0.3346
```
Forces are in eV/Å.

Calculated total energy   -482.595056 a.u.
Multiplicity   2
ΔE to the lowest compared entry with this formula, charge and spin   108.7 kJ/mol
HOMO (alpha / beta)   -13.2 / -13.2 eV
Net charge   +1
Orbital gap (alpha / beta)   9.75 / 5.84 eV
LUMO (alpha / beta)   -3.5 / -7.3 eV
<S²>   0.782